(1)
C23H34IrNO2P2 | ωB97M-V with the def2-TZVPD basis set

```
63
Properties=species:S:1:pos:R:3:forces:R:3:mulliken_charge:R:1
Ir 0.00000 0.00000 0.00000 1.09 8.88 7.96 1.078
P -2.29410 0.27040 -0.27860 -0.13 -0.70 0.90 0.833
P 2.29220 0.25900 -0.01240 0.90 0.48 -0.14 0.550
O -1.54910 -0.44170 -3.74580 -0.83 0.96 0.34 -0.758
O 1.13610 -0.77350 -3.55930 -0.86 -0.50 -0.18 -0.651
N 0.07510 1.71160 -1.33800 -0.99 -1.47 0.68 0.706
C -0.25980 3.98190 2.15370 0.13 -0.34 0.07 -0.915
C -0.49100 -2.24210 3.74660 0.02 0.31 -0.38 -0.755
C -1.05560 3.21990 -2.84960 -2.34 -2.04 1.33 -1.246
C 0.25110 3.83060 3.43130 -0.04 0.19 0.05 -0.616
C 0.69450 1.50920 2.94460 -0.20 0.53 -0.67 -0.694
C -3.25320 0.90470 1.16700 -0.04 0.25 -0.29 -1.230
C -0.11630 -3.55720 3.43480 -1.23 1.19 3.85 -0.566
C -0.28700 2.89980 1.27000 0.43 -0.39 1.03 -0.893
C -3.26620 -1.21700 -0.77810 0.04 0.25 -0.17 -1.232
C 2.44950 1.96550 -0.74420 -0.10 0.12 0.16 -1.545
C 3.29320 -0.82240 -1.10820 -0.20 -0.03 0.08 -1.123
C -0.46260 -1.24050 2.76370 -1.54 0.46 4.40 -0.070
C 1.33650 3.39730 -2.50780 -1.42 0.01 -0.24 -0.542
C -1.11490 2.12960 -1.92230 0.11 1.29 -1.43 0.915
C 3.22430 0.32470 1.56940 -0.04 -0.09 -0.05 -1.351
C -2.31720 1.42890 -1.62750 -0.02 1.05 0.30 -1.268
C 1.24850 2.35260 -1.58820 1.31 0.24 -0.05 0.367
C 0.72490 2.59200 3.82740 -0.09 -0.18 -0.43 -0.886
C 0.20250 1.60460 1.60180 -0.75 0.44 0.47 0.807
C 0.15170 3.82530 -3.14760 2.81 1.62 -0.89 -1.013
C 0.31060 -2.84280 1.14760 0.00 -0.83 0.60 -0.244
C 0.28700 -3.85100 2.12450 1.31 -0.45 -4.72 -0.746
C -0.06360 -1.50400 1.42790 1.39 -1.10 -3.89 0.358
H 0.27080 4.66870 4.11600 0.01 0.03 0.02 0.389
H 4.34390 -0.48710 -1.15930 -0.46 -0.10 0.05 0.435
H -3.23030 0.15480 1.97670 0.08 0.24 -0.40 0.338
H 1.11860 2.46310 4.82790 0.02 -0.08 0.01 0.409
H -3.26220 1.85500 -1.98950 0.39 -0.22 -0.02 0.343
H 2.49320 2.65490 0.12190 0.05 -0.31 -0.14 0.367
H -1.85930 0.19800 -3.02690 0.50 -0.82 -1.01 0.247
H -1.98500 3.55630 -3.31910 0.31 -0.16 0.24 0.460
H -4.32790 -0.95750 -0.93780 0.42 -0.10 0.07 0.432
H 0.58430 -4.87250 1.85710 -0.12 0.50 0.06 0.378
H 2.29620 3.88480 -2.69720 -0.34 -0.20 0.06 0.480
H -2.77460 1.83190 1.51970 -0.17 -0.37 -0.08 0.272
H 3.39150 2.09040 -1.30580 -0.32 -0.14 0.20 0.637
H -2.84320 -1.60170 -1.72050 -0.18 0.04 0.37 0.363
H -4.29990 1.11260 0.88370 0.39 -0.09 0.10 0.489
H 3.17270 -0.67330 2.03580 0.07 0.32 -0.16 0.309
H 0.24310 -0.64500 -1.30700 1.63 -0.33 -4.32 0.928
H -0.80800 -1.99040 4.76620 0.12 -0.09 -0.45 0.373
H 1.11430 -1.73210 -3.73180 0.14 0.52 0.05 0.304
H 1.09140 0.59280 3.35810 -0.08 -0.22 -0.26 0.821
H 3.25340 -1.85430 -0.71900 0.04 0.37 -0.16 0.342
H 4.27920 0.61200 1.41780 -0.43 -0.15 -0.07 0.439
H -0.19340 -1.12000 -0.78840 -2.25 -7.60 -2.59 -1.024
H 0.63490 -3.11310 0.13320 -0.13 0.10 0.41 0.282
H -3.18860 -1.98760 0.00750 0.03 0.35 -0.29 0.377
H -1.87280 -0.03040 -4.56720 0.21 -0.24 0.38 0.289
H 2.72790 1.04300 2.24170 0.46 -0.33 -0.45 0.417
H -0.13800 -4.34060 4.20060 -0.01 0.41 -0.29 0.361
H -0.64740 4.94390 1.84240 -0.03 0.00 -0.07 0.476
H 0.17620 -0.52430 -3.68110 0.90 -0.13 0.10 0.360
H -0.75740 -0.22230 3.04260 -0.07 -0.77 -0.11 0.695
H -0.72980 3.12160 0.32760 -0.15 -0.14 -0.68 0.365
H 2.82180 -0.78960 -2.10610 0.26 -0.02 0.40 0.230
H 0.18740 4.65090 -3.86720 0.03 -0.41 0.33 0.348
```
Positions in Å, forces in eV/Å.

Summary:
expectation value of S² = 6.070
frontier orbital gap (alpha / beta) = 4.311 / 6.525 eV
electronic energy = -51397.1258 eV
spin multiplicity = 5
total charge = 0

(2)
C23H34N2O3 | ωB97M-V with the def2-TZVPD basis set

```
62
Properties=species:S:1:pos:R:3:forces:R:3:mulliken_charge:R:1
O -4.53620 0.25709 2.43727 -0.29 0.12 0.16 -0.681
O 7.31477 2.26752 -2.71240 -0.02 0.03 0.24 -0.338
O 1.13049 -1.73957 1.79806 0.07 -0.27 0.26 -0.712
N 1.29557 -0.32902 0.06327 0.31 -0.06 -0.33 0.179
N -3.06334 -0.36872 0.83953 0.04 0.12 -0.32 0.449
C 2.63602 -0.79737 -0.23776 0.33 -0.25 0.27 -1.297
C 4.26303 2.72107 -0.57662 0.11 -0.26 -0.20 -1.084
C -6.66123 -1.44576 0.35263 0.02 -0.06 -0.02 -0.236
C -6.86960 -3.25047 1.91696 -0.04 -0.06 0.09 -0.435
C -1.77163 -0.94666 0.56793 0.30 0.09 0.06 -1.112
C -5.39205 -1.88124 -0.00426 0.00 -0.07 -0.18 0.545
C -0.72959 -0.26440 1.46931 0.17 -0.25 0.07 0.917
C 0.91469 0.78868 -0.76787 -0.16 0.44 0.07 -0.617
C 3.31464 1.54765 -0.84722 0.01 0.30 0.42 0.744
C -3.49627 -0.28527 2.12228 0.09 -0.10 0.40 0.793
C -1.09712 -0.51961 2.93784 0.08 -0.06 0.03 -0.879
C -2.55849 -0.95405 3.10449 -0.06 0.16 0.13 -1.017
C 5.92956 2.24658 -2.45183 -0.04 0.01 0.21 -0.421
C -4.87463 -3.01289 0.61003 0.01 0.03 -0.05 -0.102
C 7.62502 2.06572 -4.06473 -0.02 -0.03 -0.09 -0.713
C 5.72213 2.47825 -0.95864 -0.06 0.05 -0.30 -0.650
C 1.87184 1.96163 -0.54219 0.01 -0.26 -0.35 -1.101
C 3.65743 0.31532 -0.00767 -0.16 -0.06 -0.42 -0.660
C -7.39636 -2.12585 1.30518 -0.09 0.05 0.01 -0.641
C 0.65403 -0.83084 1.14337 -0.39 0.17 0.06 -0.051
C -4.56510 -1.09084 -0.97822 0.05 0.21 0.22 -1.152
C -3.89701 0.08584 -0.24618 -0.23 0.03 -0.19 -1.061
C -5.60761 -3.69471 1.56523 0.02 -0.09 0.11 -0.751
H -4.66643 0.72108 0.19916 0.12 -0.01 -0.12 0.587
H 4.64739 -0.05995 -0.26465 0.10 -0.03 0.05 0.429
H -7.44023 -3.77793 2.66703 -0.05 -0.04 0.05 0.390
H 3.65724 0.58460 1.05035 0.05 0.01 0.10 0.222
H 1.79978 2.28489 0.49852 -0.03 0.06 0.07 0.258
H 6.13003 1.63021 -0.40941 0.08 -0.02 0.05 0.237
H 6.30968 3.35541 -0.68243 0.05 -0.02 0.03 0.364
H -0.91897 0.38727 3.51692 0.01 -0.02 0.01 0.339
H 8.70934 2.10034 -4.14529 -0.01 -0.02 -0.10 0.256
H 3.37429 1.27920 -1.90737 -0.03 -0.05 -0.06 0.106
H 7.18640 2.84926 -4.69645 0.03 -0.03 0.00 0.291
H -1.76071 -2.02445 0.77071 0.07 0.00 -0.11 0.043
H 4.22260 2.96285 0.48781 -0.08 0.07 0.04 0.388
H 7.26352 1.09055 -4.41673 0.03 0.03 -0.01 0.290
H -0.11007 1.09763 -0.57439 0.00 -0.09 -0.04 0.412
H 1.57582 2.79667 -1.17934 -0.01 0.08 0.00 0.474
H -5.19025 -4.57200 2.03862 0.02 -0.07 0.03 0.408
H 3.89898 3.59326 -1.12584 -0.04 0.10 0.04 0.380
H -2.90807 -0.74216 4.11436 -0.08 -0.05 -0.11 0.374
H -0.75754 0.81057 1.27818 -0.04 -0.09 -0.09 0.388
H 2.84123 -1.65008 0.41044 -0.03 0.08 -0.19 0.536
H -3.29827 0.67776 -0.94752 -0.03 0.01 0.06 0.384
H 2.66561 -1.12500 -1.28321 0.02 -0.01 0.02 0.381
H -8.38047 -1.77371 1.57703 -0.08 0.03 0.02 0.376
H 5.50983 1.27766 -2.76513 -0.01 0.08 -0.02 0.315
H -0.44295 -1.30174 3.32902 -0.05 0.13 -0.02 0.336
H -7.07236 -0.56311 -0.11584 -0.04 0.11 -0.05 0.371
H -1.53506 -0.79739 -0.48806 -0.05 -0.05 0.03 0.626
H -5.19227 -0.68994 -1.77634 0.04 -0.04 -0.07 0.496
H 0.97812 0.46710 -1.81562 -0.08 0.04 0.04 0.237
H -3.88997 -3.36766 0.33631 0.10 -0.03 -0.05 0.323
H -3.79732 -1.72623 -1.42547 -0.02 -0.01 -0.07 0.395
H -2.64779 -2.03081 2.93889 0.00 -0.04 0.01 0.346
H 5.42589 3.03775 -3.03206 0.00 -0.07 0.02 0.323
```
Positions in Å, forces in eV/Å.

Summary:
frontier orbital gap = 9.347 eV
electronic energy = -33526.6937 eV
SMILES = COCCCC1CCN(C(=O)[C@@H]2CCC(=O)N(CCc3ccccc3)C2)CC1
total charge = 0

(3)
C23H34N4O | ωB97M-V with the def2-TZVPD basis set

```
62
Properties=species:S:1:pos:R:3:forces:R:3:mulliken_charge:R:1
O -2.59265 -2.67587 1.81454 0.03 -0.54 -0.17 -0.703
N 3.82073 -0.97239 -0.79051 0.40 -0.11 0.12 -0.459
N -2.95219 -0.87934 -0.27572 0.09 -0.12 -0.10 0.399
N 3.42707 1.35179 -0.78618 0.40 0.21 0.14 -0.495
N -0.29179 -1.49410 -1.27603 0.11 0.00 -0.13 0.237
C 2.59699 -1.17578 -1.22930 -0.39 0.23 -0.15 -0.296
C -1.77621 -0.34575 0.41525 0.35 0.07 0.23 0.746
C 8.60413 -1.52024 0.90857 0.01 0.03 0.02 -1.471
C 4.20426 0.28883 -0.58244 -0.66 -0.03 -0.23 0.177
C 7.69518 -0.36222 0.62599 0.01 0.07 0.00 0.819
C -4.19827 -0.15733 -0.04310 -0.10 0.24 -0.07 -1.149
C 6.40593 -0.56096 0.16181 -0.05 0.17 -0.01 -0.409
C -2.66431 -1.49997 2.57235 -0.20 0.29 0.25 -0.548
C -5.48939 2.07480 -0.09787 0.03 -0.04 0.01 0.431
C 0.31444 -0.38147 -1.98605 -0.05 -0.02 -0.08 -0.440
C 7.30981 2.02013 0.58130 0.11 0.02 0.04 -0.708
C 2.20265 1.13781 -1.22497 -0.31 -0.41 -0.14 -0.371
C 1.70425 -0.13454 -1.48108 0.27 0.18 0.09 0.145
C -1.49682 -2.01442 -1.88569 -0.23 0.13 -0.11 -1.416
C 6.02377 1.81725 0.11875 -0.13 -0.16 -0.05 -0.568
C -0.54667 -1.23796 0.12681 -0.08 0.02 0.13 -1.701
C -4.26500 1.28162 -0.57693 -0.04 -0.11 0.08 -0.268
C -5.44686 2.35218 1.40405 0.02 0.05 -0.27 -1.511
C 8.13906 0.94084 0.83333 -0.07 -0.02 -0.02 -0.511
C -1.97273 -0.26885 1.93993 -0.06 -0.18 -0.19 -1.201
C -2.69512 -1.08215 -1.69359 0.18 -0.21 -0.15 -0.595
C -6.80059 1.39033 -0.47775 0.20 0.21 -0.01 -1.552
C 5.56356 0.51969 -0.09411 0.61 0.16 0.23 0.265
H -4.38104 -0.14933 1.02961 -0.10 -0.06 0.05 0.085
H -6.25124 3.03005 1.68050 -0.08 0.05 0.10 0.454
H 8.12794 -2.46042 0.64404 0.02 -0.09 0.00 0.360
H 9.52970 -1.42475 0.34251 0.07 -0.07 -0.02 0.334
H -4.27581 1.26031 -1.66939 0.08 0.04 -0.03 0.394
H -3.58658 -1.53360 -2.13685 0.01 0.05 -0.05 0.537
H -4.98632 -0.75318 -0.51278 -0.04 0.03 0.12 0.376
H 5.36360 2.64560 -0.08298 -0.03 0.07 -0.01 0.466
H 9.14402 1.10695 1.19549 0.11 0.02 0.04 0.415
H -2.49724 -0.13258 -2.21817 -0.07 -0.04 0.01 0.365
H 8.86336 -1.54749 1.96653 0.05 -0.07 0.05 0.318
H -1.54014 0.67496 0.05694 -0.05 -0.12 0.01 0.378
H 1.59558 2.02416 -1.37732 -0.15 -0.01 -0.03 0.473
H -0.26051 0.55823 -1.92085 0.07 -0.06 -0.09 0.220
H -6.93630 0.47107 0.08636 -0.06 -0.14 0.05 0.315
H -3.72023 -1.26155 2.77613 0.14 0.04 0.05 0.269
H -2.55029 0.62070 2.19618 0.02 0.06 0.06 0.321
H -7.64098 2.04625 -0.26180 -0.13 0.01 0.02 0.450
H -2.92213 -2.45183 0.92596 0.04 0.08 0.07 0.433
H -0.68937 -2.20617 0.61204 0.01 0.13 0.08 0.401
H -3.36900 1.82282 -0.26343 0.07 0.03 -0.06 0.214
H 2.30012 -2.20547 -1.38096 -0.11 -0.06 -0.03 0.540
H -0.98097 -0.14448 2.37778 0.02 0.09 0.00 0.535
H -5.45351 3.04274 -0.61368 0.00 -0.08 0.04 0.360
H 7.67105 3.02475 0.74734 0.02 0.08 0.01 0.384
H -6.81699 1.15290 -1.53920 -0.07 -0.07 -0.13 0.371
H -1.70925 -2.97662 -1.41045 -0.07 -0.02 -0.07 0.387
H 6.02880 -1.55740 -0.00991 0.01 -0.10 0.00 0.449
H 0.37092 -0.66142 -3.04457 -0.11 0.07 0.04 0.484
H -2.19342 -1.73121 3.53155 -0.11 0.10 -0.04 0.418
H -4.50206 2.81326 1.68465 0.10 0.05 0.09 0.349
H -5.57047 1.43696 1.97796 -0.01 -0.10 0.12 0.308
H -1.32171 -2.18165 -2.95086 -0.01 -0.04 0.01 0.501
H 0.33723 -0.76448 0.56029 -0.07 -0.02 0.09 0.490
```
Positions in Å, forces in eV/Å.

Summary:
frontier orbital gap = 8.848 eV
electronic energy = -32410.8977 eV
SMILES = Cc1cccc(-c2ncc(CN3CCN(CCC(C)C)[C@@H](CCO)C3)cn2)c1
total charge = 0